[1]
14
Properties=species:S:1:pos:R:3 method="wB97M-V/def2-TZVPD" s_squared=0.760 fmax_ev_per_a=9.98 homo_lumo_gap_ha="0.255 / 0.202" homo_ev="-6.05 / -6.05" spin_multiplicity=2 total_charge=-1
Sr -0.69 1.09 0.34
N 2.60 0.78 0.74
O 1.48 0.24 1.09
O 2.90 1.23 -0.42
O 3.58 0.48 1.37
N -0.50 1.36 -3.27
O 0.05 1.10 -4.30
O 0.11 1.00 -2.26
O -1.41 2.04 -3.18
S -1.66 -1.90 1.95
O -1.86 -3.26 2.12
O -0.51 -1.58 1.12
O -2.84 -1.13 1.45
O -1.25 -1.45 3.24

***

[2]
131
Properties=species:S:1:pos:R:3 method="wB97M-V/def2-TZVPD" smiles="CC(=O)N(C)[C@]1(CC(N)(N)N)OC(=O)[C@H](CN)[C@@]1(CCCCCCCC[Si](C)(C)c1ccccc1)CC(=O)Br.CCN(CC)CC.CCN(CC)CC" fmax_ev_per_a=3.45 homo_lumo_gap_ha=0.311 homo_ev=-8.05
C -4.47 3.67 -0.76
C -3.44 2.77 0.05
O -3.91 2.03 0.88
N -2.04 2.97 -0.25
C -1.31 3.89 0.59
C -1.36 1.87 -0.95
C -0.33 2.60 -1.87
C 0.20 1.99 -3.19
N -0.51 0.89 -3.84
N 1.62 1.56 -3.04
N 0.27 3.14 -4.20
O -2.48 1.47 -1.82
C -2.77 0.12 -1.92
O -3.47 -0.36 -2.76
C -1.93 -0.51 -0.75
C -3.04 -1.19 0.15
N -3.71 -2.34 -0.57
C -0.91 0.55 -0.10
C -0.97 0.68 1.47
C 0.41 0.91 2.19
C 1.26 2.16 1.75
C 2.75 2.03 2.32
C 3.82 2.37 1.21
C 4.48 1.09 0.54
C 5.28 0.19 1.59
C 5.17 -1.38 1.31
Si 4.73 -2.43 2.83
C 6.31 -2.84 3.81
C 3.52 -1.44 3.96
C 3.76 -3.95 2.22
C 4.11 -4.70 1.01
C 3.28 -5.84 0.57
C 2.08 -6.25 1.31
C 1.76 -5.50 2.53
C 2.57 -4.36 2.99
C 0.46 -0.03 -0.64
C 0.96 -1.39 -0.05
O 2.04 -1.76 -0.40
Br 0.00 -2.60 1.15
H -5.20 4.03 0.02
H -5.00 3.09 -1.55
H -3.95 4.59 -1.13
H -1.45 3.66 1.69
H -1.76 4.93 0.48
H -0.22 4.02 0.44
H -0.77 3.61 -2.10
H 0.57 2.85 -1.23
H -1.43 1.13 -4.20
H 0.07 0.41 -4.52
H 1.99 1.23 -3.94
H 2.13 2.37 -2.69
H -0.59 3.08 -4.76
H 1.01 2.89 -4.87
H -1.46 -1.40 -1.27
H -3.88 -0.49 0.41
H -2.68 -1.62 1.12
H -3.26 -2.52 -1.46
H -3.53 -3.19 -0.02
H -1.39 -0.24 1.96
H -1.66 1.49 1.82
H 1.10 0.02 2.19
H 0.17 1.07 3.28
H 1.37 2.32 0.65
H 0.80 3.07 2.24
H 2.96 1.00 2.71
H 2.89 2.75 3.17
H 3.35 2.95 0.37
H 4.62 3.05 1.63
H 3.71 0.50 -0.03
H 5.23 1.46 -0.21
H 6.37 0.45 1.47
H 5.02 0.48 2.64
H 6.14 -1.71 0.84
H 4.38 -1.52 0.51
H 6.06 -3.14 4.87
H 6.88 -1.87 3.92
H 7.00 -3.55 3.31
H 2.62 -1.23 3.32
H 3.99 -0.50 4.33
H 3.20 -2.13 4.79
H 5.00 -4.42 0.39
H 3.57 -6.38 -0.36
H 1.43 -7.09 0.96
H 0.87 -5.81 3.12
H 2.22 -3.84 3.91
H 0.29 -0.25 -1.74
H 1.32 0.67 -0.60
C -1.70 6.94 -2.61
C -0.82 8.04 -2.02
N 0.27 7.53 -1.20
C 0.93 8.56 -0.41
C 1.67 9.67 -1.16
C 1.15 6.57 -1.84
C 1.87 7.00 -3.12
H -2.09 6.28 -1.83
H -2.56 7.39 -3.12
H -1.17 6.34 -3.35
H -1.46 8.67 -1.40
H -0.46 8.68 -2.84
H 1.61 8.09 0.29
H 0.17 9.04 0.22
H 2.61 9.31 -1.58
H 1.92 10.48 -0.47
H 1.07 10.10 -1.97
H 0.57 5.67 -2.07
H 1.90 6.23 -1.12
H 1.21 7.51 -3.82
H 2.27 6.12 -3.63
H 2.72 7.65 -2.91
C -2.54 -6.49 1.38
C -3.66 -6.65 0.35
N -3.76 -7.99 -0.20
C -4.61 -8.06 -1.38
C -6.10 -7.75 -1.20
C -3.92 -9.07 0.77
C -5.13 -9.00 1.71
H -1.58 -6.81 0.98
H -2.45 -5.44 1.67
H -2.75 -7.06 2.29
H -3.44 -5.95 -0.46
H -4.60 -6.31 0.80
H -4.51 -9.05 -1.83
H -4.21 -7.37 -2.13
H -6.63 -8.56 -0.70
H -6.57 -7.62 -2.18
H -6.27 -6.82 -0.64
H -3.02 -9.12 1.38
H -3.94 -10.02 0.24
H -5.26 -8.01 2.15
H -4.98 -9.70 2.54
H -6.05 -9.29 1.21

***

[3]
15
Properties=species:S:1:pos:R:3 method="wB97M-V/def2-TZVPD" smiles="C=N/C=C/C.O" fmax_ev_per_a=2.49 homo_lumo_gap_ha=0.327 homo_ev=-8.80 e_above_lowest_kj_mol=295.0
C 1.18 0.76 -1.63
N 0.62 -0.37 -1.51
C -0.53 -0.53 -0.74
C -1.04 0.35 0.16
C -2.15 -0.13 1.04
H 1.24 1.56 -0.88
H 1.84 0.93 -2.48
H -1.18 -1.38 -0.89
H -0.86 1.42 0.12
H -3.02 -0.42 0.44
H -2.46 0.59 1.79
H -1.91 -1.03 1.61
O 2.76 -0.26 1.18
H 2.24 -0.43 0.37
H 3.27 -1.04 1.43

***

[4]
93
Properties=species:S:1:pos:R:3 method="wB97M-V/def2-TZVPD" fmax_ev_per_a=2.99 homo_lumo_gap_ha=0.078 homo_ev=-5.76 total_charge=-1 e_above_lowest_kj_mol=12.1
Mg -4.19 1.01 -4.51
N -0.18 0.18 -0.02
O -0.93 0.44 -0.95
O -0.54 -0.60 0.82
O 0.96 0.66 0.01
N -3.63 6.51 -3.19
O -4.05 5.36 -3.43
O -4.36 7.38 -2.84
O -2.44 6.73 -3.33
N -0.39 1.85 -8.68
O -0.53 1.21 -9.76
O 0.44 2.71 -8.56
O -1.12 1.58 -7.71
C -4.24 4.83 4.34
C -5.08 6.14 4.69
C -4.30 7.41 4.29
O -4.97 8.54 4.82
C -4.61 9.77 4.14
N -6.38 6.20 4.07
H -4.74 3.93 4.70
H -3.24 4.88 4.78
H -4.01 4.68 3.29
H -5.19 6.07 5.77
H -4.28 7.40 3.20
H -3.28 7.39 4.67
H -3.54 9.96 4.01
H -4.99 10.61 4.73
H -5.11 9.77 3.18
H -6.19 6.53 3.14
H -6.81 7.04 4.44
C -6.81 -4.28 -4.52
C -6.55 -2.80 -4.36
C -7.25 -2.23 -3.00
O -6.80 -0.94 -2.85
C -7.34 -0.33 -1.68
N -5.18 -2.39 -4.30
H -6.37 -4.65 -5.45
H -7.88 -4.47 -4.55
H -6.30 -4.82 -3.72
H -6.96 -2.43 -5.30
H -6.97 -2.84 -2.14
H -8.34 -2.30 -3.08
H -6.98 -0.75 -0.74
H -8.43 -0.35 -1.74
H -7.08 0.73 -1.57
H -4.84 -3.07 -3.63
H -4.78 -2.79 -5.13
C 7.73 0.69 -2.74
C 7.18 1.44 -4.00
C 6.99 0.34 -5.10
O 8.31 -0.09 -5.49
C 8.29 -1.32 -6.22
N 6.05 2.25 -3.68
H 7.05 -0.03 -2.29
H 7.93 1.40 -1.94
H 8.69 0.24 -3.01
H 7.95 2.14 -4.32
H 6.30 0.67 -5.88
H 6.45 -0.49 -4.64
H 7.60 -1.20 -7.06
H 7.95 -2.07 -5.51
H 9.22 -1.60 -6.71
H 5.35 1.69 -3.22
H 6.37 2.88 -2.96
C 2.95 -6.69 5.42
C 3.81 -5.52 5.55
C 4.96 -5.56 4.52
O 5.88 -6.61 4.91
C 7.05 -6.54 4.11
N 2.95 -4.31 5.49
H 3.51 -7.50 5.88
H 2.66 -6.89 4.39
H 2.02 -6.60 5.98
H 4.30 -5.58 6.52
H 5.31 -4.53 4.41
H 4.59 -5.79 3.53
H 7.82 -7.26 4.40
H 7.55 -5.59 4.32
H 6.93 -6.62 3.03
H 2.51 -4.28 4.59
H 3.57 -3.52 5.40
C -3.05 -7.09 0.31
O -2.79 -5.89 -0.45
H -2.12 -7.62 0.54
H -3.46 -6.70 1.24
H -3.73 -7.77 -0.19
H -2.62 -5.17 0.17
C 5.41 3.09 4.89
O 4.48 2.05 4.88
H 6.14 2.83 5.65
H 5.82 3.04 3.88
H 5.01 4.09 5.01
H 3.96 2.14 4.07

***

[5]
123
Properties=species:S:1:pos:R:3 method="wB97M-V/def2-TZVPD" s_squared=2.003 fmax_ev_per_a=4.23 homo_lumo_gap_ha="0.304 / 0.275" homo_ev="-7.94 / -7.94" spin_multiplicity=3 e_above_lowest_kj_mol=0.0
Pt -0.03 0.28 -0.07
B -0.12 -1.74 -0.99
H -0.17 -2.80 -1.22
H -0.82 -1.46 -0.22
H 0.88 -1.51 -0.68
H -0.38 -1.19 -1.88
As 2.23 2.10 4.38
F 1.52 1.36 2.93
F 1.05 1.33 5.39
F 3.04 2.74 5.90
F 3.43 2.99 3.40
F 1.14 3.50 4.27
F 3.21 0.55 4.43
C -0.22 2.61 -5.67
C -0.89 1.25 -5.49
C -0.09 0.32 -4.53
S 0.82 1.45 -3.37
O 2.27 1.40 -3.64
O 0.27 1.17 -2.03
C 0.11 3.00 -4.15
H -0.87 3.28 -6.23
H 0.71 2.60 -6.24
H -1.02 0.70 -6.42
H -1.88 1.33 -5.03
H 0.69 -0.15 -5.12
H -0.60 -0.46 -3.96
H 0.79 3.78 -3.78
H -0.85 3.07 -3.64
C 2.21 4.88 0.95
C 1.08 5.69 1.66
C -0.21 4.90 1.61
S -0.10 3.81 0.09
O -1.09 4.23 -0.90
O -0.08 2.40 0.58
C 1.59 4.41 -0.43
H 2.46 3.98 1.52
H 3.13 5.43 0.76
H 0.97 6.65 1.17
H 1.29 5.97 2.69
H -1.11 5.49 1.46
H -0.29 4.15 2.40
H 1.49 5.31 -1.03
H 2.17 3.73 -1.06
C -5.55 1.28 -0.06
C -5.49 2.55 -0.97
C -4.07 2.84 -1.41
S -3.29 1.23 -1.56
O -2.11 1.19 -0.70
O -3.17 0.79 -2.96
C -4.68 0.24 -0.74
H -6.60 0.97 -0.07
H -5.25 1.68 0.91
H -6.05 3.38 -0.53
H -6.12 2.36 -1.83
H -3.56 3.36 -0.59
H -4.02 3.35 -2.37
H -4.38 -0.63 -0.16
H -5.24 -0.13 -1.60
C 5.48 -0.83 0.36
C 4.71 -1.60 -0.69
C 4.14 -0.52 -1.60
S 3.61 0.91 -0.53
O 2.21 0.72 -0.20
O 4.10 2.16 -1.11
C 4.74 0.44 0.85
H 6.40 -0.45 -0.08
H 5.76 -1.40 1.25
H 3.88 -2.11 -0.19
H 5.31 -2.30 -1.26
H 3.26 -0.79 -2.19
H 4.93 -0.09 -2.22
H 4.12 0.18 1.71
H 5.40 1.30 0.99
C -3.87 -0.78 4.53
C -2.53 -0.36 5.25
C -1.74 0.61 4.36
S -2.56 0.65 2.69
O -1.56 0.39 1.63
O -3.40 1.83 2.64
C -3.72 -0.74 3.00
H -4.68 -0.11 4.82
H -4.08 -1.82 4.78
H -2.05 -1.26 5.63
H -2.78 0.19 6.16
H -0.77 0.10 4.32
H -1.48 1.57 4.79
H -3.36 -1.67 2.56
H -4.61 -0.58 2.39
C 2.69 -3.82 2.30
C 2.26 -3.84 3.74
C 1.32 -2.67 3.93
S 0.37 -2.47 2.33
O 0.61 -1.19 1.67
O -1.05 -2.94 2.55
C 1.34 -3.74 1.49
H 3.13 -4.80 2.10
H 3.42 -3.04 2.10
H 3.11 -3.76 4.42
H 1.73 -4.76 3.97
H 2.01 -1.83 3.97
H 0.61 -2.49 4.73
H 1.34 -3.56 0.41
H 0.66 -4.58 1.62
N -2.86 -2.82 -0.98
C -3.29 -3.06 -2.33
C -4.56 -3.60 -2.26
C -4.91 -3.63 -0.86
C -3.85 -3.17 -0.15
H -1.90 -2.61 -0.77
H -2.68 -2.92 -3.21
H -5.12 -3.80 -3.16
H -5.79 -4.05 -0.38
H -3.52 -3.26 0.87
N 4.00 -4.26 -4.31
C 3.06 -3.39 -4.65
C 2.28 -3.10 -3.57
C 2.73 -3.85 -2.42
C 3.88 -4.46 -2.93
H 4.70 -4.66 -4.92
H 2.93 -3.02 -5.65
H 1.31 -2.64 -3.60
H 2.37 -3.77 -1.41
H 4.63 -5.09 -2.47

***

[6]
25
Properties=species:S:1:pos:R:3 method="wB97M-V/def2-TZVPD" fmax_ev_per_a=3.76 homo_lumo_gap_ha="0.304 / 0.290" homo_ev="-8.64 / -8.57" e_above_lowest_kj_mol=213.3
C -1.08 1.74 0.10
C -1.31 -1.25 0.65
C 0.51 -1.18 -1.04
C 0.01 0.69 0.46
C 1.69 -0.14 -1.16
C 1.22 1.03 -0.34
C 2.84 -0.79 -0.33
C -1.30 2.98 0.93
C -1.58 -2.56 -0.06
N -0.37 -0.61 -0.05
O -1.84 1.49 -0.80
O -1.93 -0.71 1.55
F 2.35 -1.21 0.84
I 4.75 0.13 -0.06
H 0.08 -1.27 -1.95
H 0.86 -2.11 -0.76
H 0.25 0.55 1.48
H 2.08 0.20 -2.23
H 2.01 1.81 -0.17
H -0.77 3.83 0.45
H -0.86 2.81 2.00
H -2.32 3.26 1.11
H -0.76 -3.16 -0.41
H -2.30 -2.34 -0.73
H -2.25 -3.19 0.53

***

[7]
18
Properties=species:S:1:pos:R:3 method="wB97M-V/def2-TZVPD" smiles="N=C(N)N.O.O.O" fmax_ev_per_a=1.95 homo_lumo_gap_ha=0.363 homo_ev=-9.30 e_above_lowest_kj_mol=59.6
N 0.46 -0.69 -0.74
C -0.62 -1.12 -0.18
N -1.26 -0.51 0.85
N -1.35 -2.18 -0.73
H 0.73 -1.31 -1.48
H -2.22 -0.68 0.99
H -0.74 -0.19 1.67
H -1.19 -2.49 -1.69
H -2.36 -2.13 -0.73
O 0.43 0.68 2.84
H 1.16 0.78 2.20
H 0.64 1.21 3.60
O -0.61 2.47 -2.91
H -0.66 1.69 -3.46
H -0.04 2.17 -2.18
O 2.37 0.71 0.73
H 3.16 0.19 0.48
H 1.81 0.46 -0.06

***

[8]
12
Properties=species:S:1:pos:R:3 method="wB97M-V/def2-TZVPD" smiles="O=C1OC[C@H]2CN12" fmax_ev_per_a=5.07 homo_lumo_gap_ha=0.402 homo_ev=-10.19 e_above_lowest_kj_mol=261.4
O -2.67 -0.33 -0.09
C -1.50 0.01 -0.09
O -1.03 1.25 0.34
C 0.43 1.26 -0.09
C 0.64 -0.12 -0.41
C 0.41 -1.27 0.50
N -0.58 -0.91 -0.50
H 0.86 1.78 0.82
H 0.61 1.90 -0.97
H 1.31 -0.10 -1.32
H 0.90 -2.27 0.20
H 0.61 -1.19 1.63